Computed, not measured: one molecule with the formula C10H18BrI2O4P at a distorted geometry, with the ωB97M-V functional and the def2-TZVPD basis.

The geometry in XYZ format:
```
36
Properties=species:S:1:pos:R:3:nbo_charge:R:1
C 4.1272 2.1739 -0.4517 -0.61
C 3.6962 0.8768 0.2210 -0.43
C 2.5924 0.0714 -0.4549 -0.37
I 2.5947 0.1634 -2.6224 0.11
C 1.2145 0.5612 -0.0733 0.80
O 0.9927 1.6916 0.2893 -0.61
O 0.2934 -0.4047 -0.2516 -0.54
C -1.0318 -0.2848 0.2854 -0.09
C -1.6901 0.9678 -0.3177 -0.11
O -3.0885 0.8754 -0.2474 -0.56
C -3.7376 1.9795 -0.8398 -0.25
C -1.8123 -1.5264 -0.2124 -0.30
I -1.6398 -1.6769 -2.3757 0.07
C -1.4458 -2.8874 0.3811 -0.45
C -0.0752 -3.4801 0.0595 -0.62
P -1.0126 -0.4611 2.1918 1.07
O 0.0686 0.6529 2.6644 -0.98
Br -2.9338 0.5406 2.7729 -0.25
H 4.7325 1.9583 -1.3259 0.21
H 4.7411 2.7505 0.2359 0.22
H 3.2624 2.7705 -0.7232 0.22
H 3.3743 1.0540 1.2454 0.23
H 4.5627 0.2162 0.2751 0.21
H 2.6700 -0.9885 -0.2488 0.25
H -1.3396 1.8814 0.1693 0.19
H -1.3756 1.0408 -1.3639 0.20
H -3.0751 2.8396 -0.9255 0.17
H -4.5859 2.2653 -0.2212 0.19
H -4.1165 1.7085 -1.8254 0.18
H -2.8690 -1.3568 -0.0621 0.26
H -2.1905 -3.5873 -0.0017 0.22
H -1.5712 -2.8969 1.4610 0.23
H -0.0288 -3.8664 -0.9546 0.22
H 0.7477 -2.7999 0.2525 0.21
H 0.0725 -4.3402 0.7147 0.21
H -0.1230 1.5178 2.2798 0.50
```

- LUMO level: -0.03 eV
- HOMO: -9.15 eV
- SMILES string: CC[C@H](I)C(=O)O[C@@](COC)([C@@H](I)CC)P(O)Br
- HOMO-LUMO gap: 9.117 eV
- Molecular weight: 566.94 g mol⁻¹

***

Computed, not measured: C10H18Cl2DyO as an isolated structure at a distorted geometry, with the ωB97M-V functional and the def2-TZVPD basis.

The geometry in XYZ format:
```
32
Properties=species:S:1:pos:R:3:mulliken_spin:R:1
Dy -0.2025 0.1562 0.8157 5.04
Cl -1.3775 2.3659 1.0553 0.00
Cl 1.2663 -1.7554 1.6292 0.00
C -1.8642 -0.8893 2.0890 0.03
H -1.2276 -1.5831 2.6589 0.00
H -2.4137 -0.1226 2.6530 0.00
C -0.9011 -0.5793 -1.1750 -0.01
C -2.2105 -1.1688 0.7415 -0.03
H 0.1102 -0.3057 -1.6163 -0.01
C -3.4995 -0.5285 0.2389 -0.01
H -1.8863 -2.1198 0.2839 -0.01
C -4.0120 -0.9590 -1.1457 0.00
H -4.3076 -0.7280 0.9746 0.00
H -3.3442 0.5670 0.2528 0.00
C -3.1333 -0.4424 -2.2927 0.00
H -4.1036 -2.0555 -1.1826 0.00
H -5.0231 -0.5424 -1.2566 0.00
C -1.7493 -1.1206 -2.2533 -0.02
H -3.6300 -0.6528 -3.2479 0.00
H -3.0193 0.6519 -2.2159 0.00
H -1.8980 -2.2142 -2.1753 0.00
H -1.2329 -0.9183 -3.2130 0.00
C 4.1143 0.7582 -0.5417 0.00
C 3.0677 1.0970 0.4675 0.01
C 3.5111 1.4708 1.8458 0.00
O 1.8590 1.0734 0.1464 0.02
H 5.1088 1.0843 -0.2271 0.00
H 3.8589 1.2194 -1.4979 0.00
H 4.1357 -0.3247 -0.7019 0.00
H 2.9399 2.3298 2.2078 0.00
H 3.3385 0.6383 2.5390 0.00
H 4.5765 1.7199 1.8701 0.00
```

- LUMO level (alpha / beta): 2.68 / 2.68 eV
- HOMO (alpha / beta): -1.82 / -1.78 eV
- Spin multiplicity: 6
- HOMO-LUMO gap (alpha / beta): 4.505 / 4.463 eV
- Molecular weight: 387.66 g mol⁻¹
- Total charge: -1

***

Computed, not measured: C10H18Cl2N2Y as an isolated structure at a distorted geometry, with the ωB97M-V functional and the def2-TZVPD basis.

The geometry in XYZ format:
```
33
Properties=species:S:1:pos:R:3:mulliken_charge:R:1
Y -1.0622 -1.8944 0.1105 0.57
Cl -1.8548 -1.0953 2.2369 -0.57
Cl 0.7793 -3.5724 0.5086 -0.56
C -1.6979 -3.9740 -0.0979 -0.59
H -1.2709 -3.7124 -1.1550 -0.06
H -2.7962 -3.6254 -0.0311 0.02
C -0.9734 1.0417 -1.3325 -0.57
C -1.8683 0.2959 -0.7854 0.28
H -0.0926 0.5070 -1.7127 0.36
C -3.0142 0.9585 -0.0312 -0.91
H -2.1546 -0.7835 -1.2054 0.45
C -3.3076 2.4068 -0.4996 -0.83
H -3.9022 0.3375 -0.0058 0.37
H -2.6169 0.9809 0.9539 0.32
C -2.0443 3.2449 -0.6623 -0.60
H -3.8787 2.3145 -1.4365 0.33
H -4.0133 2.9043 0.1740 0.37
C -0.8699 2.5300 -1.3890 -0.78
H -2.2695 4.1655 -1.1849 0.32
H -1.6627 3.4859 0.3240 0.29
H -0.6814 3.0029 -2.3504 0.40
H 0.0824 2.8522 -0.9664 0.30
C 3.8741 -2.2608 1.7371 -0.81
N 3.6298 -1.0450 0.9427 0.02
C 4.8117 -0.2876 0.5014 -0.82
C 2.4049 -0.7730 0.5790 0.31
N 1.2344 -0.6967 0.3212 -0.39
H 4.9515 -2.4601 1.6903 0.33
H 3.3210 -3.1134 1.3250 0.30
H 3.5974 -2.1117 2.7917 0.24
H 4.9109 -0.2781 -0.5937 0.31
H 4.8256 0.7397 0.8912 0.31
H 5.6836 -0.8150 0.9111 0.28
```

- LUMO level (alpha / beta): 2.52 / 2.52 eV
- HOMO (alpha / beta): -1.52 / -1.77 eV
- HOMO-LUMO gap (alpha / beta): 4.048 / 4.289 eV
- Molecular weight: 326.08 g mol⁻¹
- Total charge: -1

***

Computed, not measured: C10H18CoN3O5P as an isolated structure at a distorted geometry, with the ωB97M-V functional and the def2-TZVPD basis.

The geometry in XYZ format:
```
38
Properties=species:S:1:pos:R:3:nbo_charge:R:1
Co -0.0451 -0.0295 -0.3584 0.69
O -0.4296 2.8704 -0.0581 -0.29
C -0.3638 1.7393 -0.2106 0.51
C 1.6204 -0.7170 -0.1206 0.51
O 2.7150 -0.9713 0.0817 -0.26
C -1.4154 -1.1128 -0.1649 0.47
O -2.2888 -1.8583 -0.0268 -0.27
C -0.0894 -0.0708 -2.0688 0.45
O -0.0156 -0.0087 -3.2203 -0.24
C 1.9792 2.3521 3.5443 -0.45
N 1.6936 0.9871 4.0879 -0.63
C 2.9435 0.2046 3.9734 -0.45
P 0.4379 0.2934 3.2066 2.43
O 0.7747 0.5939 1.7760 -1.12
N 0.3658 -1.3109 3.6056 -0.62
C -0.3904 -2.2317 2.7365 -0.44
C 0.1138 -1.6453 5.0140 -0.46
N -0.9905 0.9935 3.6832 -0.49
C -1.0624 1.5670 5.0318 -0.46
C -1.7733 1.7986 2.7325 -0.44
H 2.7536 2.7879 4.1873 0.28
H 1.0835 2.9973 3.5503 0.21
H 2.3525 2.3254 2.4912 0.24
H 3.7134 0.7811 4.5000 0.28
H 2.8278 -0.7881 4.4195 0.24
H 3.2828 0.0585 2.9154 0.23
H 0.0597 -2.3140 1.7335 0.21
H -0.3237 -3.2118 3.2272 0.28
H -1.4709 -1.9664 2.6159 0.23
H 0.3115 -2.7243 5.0838 0.27
H 0.7985 -1.1177 5.6856 0.25
H -0.9346 -1.4531 5.3323 0.25
H -0.5322 2.5447 5.0913 0.29
H -2.1370 1.7116 5.2195 0.27
H -0.6487 0.8920 5.7919 0.27
H -1.2428 2.7330 2.4184 0.27
H -2.0430 1.2263 1.8268 0.22
H -2.6906 2.0636 3.2762 0.27
```

- LUMO level (alpha / beta): -10.90 / -16.14 eV
- HOMO (alpha / beta): -20.89 / -19.30 eV
- Spin multiplicity: 5
- HOMO-LUMO gap (alpha / beta): 9.989 / 3.159 eV
- Molecular weight: 350.18 g mol⁻¹
- Total charge: +3

***

Computed, not measured: C10H18F30Li2N5O29S10 as an isolated structure at a distorted geometry, with the ωB97M-V functional and the def2-TZVPD basis.

The geometry in XYZ format:
```
104
Properties=species:S:1:pos:R:3:mulliken_charge:R:1
Li 1.1861 1.1513 -1.0027 0.79
Li 4.4935 -0.7191 2.1691 0.86
C -3.9472 1.8240 3.8285 0.60
F -4.8031 2.6008 4.3533 -0.21
F -4.3496 0.5641 4.0307 -0.23
F -3.8021 2.0156 2.5210 -0.17
S -2.1846 1.9738 4.6610 1.09
O -1.4394 0.8002 4.1988 0.05
O -1.6214 3.3160 4.3708 -0.73
N -2.6252 1.9435 6.3392 -0.66
S -1.9584 0.7218 6.9165 1.22
O -2.4465 -0.4970 6.2513 -0.89
O -0.4864 0.8527 7.0124 -0.67
C -2.5613 0.6860 8.7412 0.45
F -2.3018 -0.5071 9.2966 -0.22
F -1.8463 1.6050 9.3434 -0.20
F -3.8416 0.9446 8.7449 -0.21
C 1.8038 -1.9241 4.8460 0.53
F 1.1141 -0.8114 4.7270 -0.09
F 1.4199 -2.5401 5.9505 -0.20
F 1.7495 -2.7135 3.7739 -0.10
S 3.6578 -1.4394 5.2315 0.93
O 3.6001 0.0077 5.2424 -0.65
O 3.9458 -2.0810 6.4858 -0.57
N 4.6756 -1.8542 3.7894 -0.30
S 5.2076 -3.2764 4.1569 0.89
O 6.4978 -3.2927 4.9029 -0.65
O 4.1655 -4.1487 4.7757 -0.62
C 5.4600 -4.1442 2.4686 0.68
F 4.2762 -4.5403 2.0133 -0.22
F 5.9996 -3.3572 1.5777 -0.26
F 6.2276 -5.1844 2.5412 -0.22
C -4.5765 4.1289 -1.3965 0.60
F -4.6535 2.8520 -1.3401 -0.16
F -5.8380 4.7605 -1.3901 -0.27
F -3.8311 4.5103 -0.3342 -0.21
S -3.7427 4.5471 -3.0962 1.04
O -2.4230 3.9555 -2.9994 -0.72
O -4.6098 3.8470 -4.0150 -0.70
N -3.8786 6.2601 -3.1102 -0.54
S -2.3677 6.6682 -3.0770 1.20
O -1.7386 6.4191 -1.7897 -0.63
O -1.5957 6.2673 -4.2626 -0.70
C -2.5456 8.5536 -3.3210 0.50
F -1.3013 9.0128 -3.4333 -0.21
F -3.2507 8.8947 -4.4154 -0.21
F -3.1319 9.0626 -2.2109 -0.23
C 3.1953 -2.8626 -4.4664 0.59
F 2.4525 -1.7167 -4.3833 -0.23
F 4.2326 -2.7737 -3.6805 -0.19
F 2.4588 -3.9312 -4.2119 -0.23
S 3.7890 -2.9793 -6.3440 0.98
O 4.4526 -1.7027 -6.6522 -0.68
O 4.7296 -4.0791 -6.4743 -0.57
N 2.2711 -2.9577 -7.1501 -0.42
S 2.3124 -4.3077 -7.8666 1.06
O 3.1838 -4.2163 -9.0029 -0.67
O 2.4415 -5.4455 -7.0158 -0.63
C 0.5358 -4.3904 -8.5848 0.59
F -0.3407 -4.3962 -7.6170 -0.20
F 0.4056 -3.3271 -9.4425 -0.24
F 0.4948 -5.5262 -9.2823 -0.22
C 1.9367 -2.3775 -1.0176 0.36
F 0.9928 -2.1933 -1.8645 -0.10
F 2.1645 -3.6778 -0.7396 -0.20
F 3.1014 -1.7362 -1.3546 -0.23
S 1.2786 -1.7229 0.6953 0.32
O 0.4367 -2.7651 1.2973 -0.62
O 2.4707 -1.2461 1.4115 -0.17
N 0.4129 -0.2301 0.2017 -0.13
S -1.0123 -0.7369 0.3335 0.27
O -1.3441 -1.8431 -0.5418 -0.33
O -1.6249 -0.7914 1.6572 -0.44
C -1.9564 0.7898 -0.5336 0.33
F -1.2734 1.1765 -1.6585 0.20
F -3.1955 0.4692 -0.9139 -0.17
F -2.0174 1.8168 0.3388 -0.18
O -2.6253 -2.3118 -2.9538 -0.61
H -3.4293 -2.8049 -3.1225 0.27
H -2.3087 -2.6471 -2.1134 0.31
O 0.7563 3.1387 -0.7420 -0.44
H 0.1263 3.7159 -1.1770 0.16
H 1.0680 3.6448 0.0096 0.24
O 3.8032 1.0455 2.4288 -0.45
H 2.8673 1.2630 2.4085 0.38
H 4.1479 1.5347 3.1772 0.26
O 1.2363 0.6628 -3.0745 -0.44
H 0.4266 0.7688 -3.5784 0.23
H 1.7470 0.0205 -3.5705 0.33
O -3.0820 0.0143 -4.2178 -0.71
H -3.0877 -0.7887 -3.6927 0.48
H -2.3917 0.5525 -3.8255 0.32
O 0.9692 1.4454 2.2252 -0.81
H 0.4126 0.9288 2.8114 0.15
H 0.9348 0.9800 1.3858 0.53
O -1.6286 -4.0513 2.6469 -0.73
H -1.7990 -3.2779 3.1934 0.54
H -0.9806 -3.7600 2.0029 0.50
O -2.1938 -2.0312 4.1941 -0.73
H -2.1029 -1.7290 5.1017 0.41
H -2.2143 -1.2274 3.6732 0.24
O -1.1473 1.9195 -4.0142 -0.67
H -0.6116 2.3023 -4.7100 0.26
H -1.6587 2.6570 -3.6705 0.34
```

- LUMO level: 3.88 eV
- HOMO: -4.07 eV
- HOMO-LUMO gap: 7.955 eV
- Molecular weight: 1576.75 g mol⁻¹
- Total charge: -3

***

Computed, not measured: one molecule with the formula C10H18N2O3S at a distorted geometry, with the ωB97M-V functional and the def2-TZVPD basis.

The geometry in XYZ format:
```
34
Properties=species:S:1:pos:R:3:nbo_charge:R:1
C -3.5123 -2.5627 -0.3260 -0.75
S -2.9230 -0.9072 -0.8361 0.20
C -3.0786 0.1048 0.5583 -0.57
C -2.5243 1.4584 0.3899 -0.41
C -0.9882 1.3266 0.1006 -0.14
N -0.2011 0.7934 1.2730 -0.64
C 0.8465 -0.0762 1.5176 0.69
O 1.2128 -0.4376 2.6098 -0.60
C 1.4998 -0.5939 0.2146 -0.15
C 2.8734 -1.5428 0.3093 -0.44
C 3.5563 -1.1926 -1.0292 -0.44
C 2.6895 -0.0656 -1.6232 -0.23
N 1.8657 0.5798 -0.5340 -0.63
C -0.3492 2.7105 -0.3581 0.80
O -0.9638 3.4298 -1.1088 -0.60
O 0.7301 2.9506 0.3520 -0.66
H -2.8373 -2.5940 0.6113 0.22
H -4.6496 -2.6895 -0.0981 0.23
H -3.0980 -3.3058 -1.0744 0.24
H -4.1229 0.3606 0.7916 0.22
H -2.7327 -0.4765 1.4069 0.21
H -3.1290 1.9136 -0.4082 0.25
H -2.5865 2.0239 1.3101 0.22
H -0.8154 0.5481 -0.7247 0.26
H -0.7017 0.9821 2.1794 0.39
H 0.8791 -1.1921 -0.4860 0.20
H 3.3646 -1.1786 1.2668 0.23
H 2.7739 -2.7243 0.5573 0.22
H 3.6150 -2.0574 -1.7393 0.22
H 4.7189 -0.8303 -0.8960 0.20
H 1.9652 -0.5632 -2.2573 0.19
H 3.3134 0.6621 -2.1737 0.21
H 2.3686 1.2218 0.1278 0.37
H 0.9408 3.9240 0.0969 0.50
```

- LUMO level: 0.58 eV
- HOMO: -8.62 eV
- SMILES string: CSCC[C@H](NC(=O)[C@@H]1CCCN1)C(=O)O
- HOMO-LUMO gap: 9.199 eV
- Molecular weight: 246.33 g mol⁻¹

***

> What is the formula in the first record?

C10H18BrI2O4P